1.
{"formula": "C4H5NO", "method": "ωB97M-V/def2-TZVPD", "elements": ["C", "C", "C", "N", "O", "C", "H", "H", "H", "H", "H"], "xyz": [[1.1600, 0.1307, 1.1268], [0.1325, -0.1760, 0.3337], [-0.4601, -1.3618, -0.2953], [-0.9869, -1.0635, -1.4324], [-0.9657, 0.3017, -1.6397], [-0.5265, 0.9144, -0.4321], [1.5938, -0.4401, 1.9346], [1.6417, 1.0777, 0.9014], [-0.3454, -2.4135, -0.0578], [0.1610, 1.7541, -0.5627], [-1.4045, 1.2763, 0.1233]], "forces_ev_per_angstrom": [[0.10, -0.17, 0.03], [0.19, 0.23, -0.02], [-0.02, 0.03, -0.16], [0.06, -0.28, 0.49], [-0.03, 0.15, -0.13], [0.12, 0.23, 0.07], [0.09, -0.50, -0.36], [-0.29, 0.22, 0.62], [-0.05, 0.22, 0.12], [-0.24, -0.03, -0.56], [0.05, -0.09, -0.09]], "lumo_ha": 0.0179, "energy_ev": -7763.595, "smiles": "C=C1C=NOC1", "de_lowest_kj_mol": 282.9, "spin_multiplicity": 1, "charge": 0, "homo_energy_ha": -0.333}


2.
{"formula": "C4H5NO", "method": "ωB97M-V/def2-TZVPD", "elements": ["C", "C", "C", "O", "H", "H", "C", "N", "H", "H", "H"], "xyz": [[-1.1062, 0.1235, -1.3752], [-1.6844, 0.4141, -0.2201], [-1.3442, 0.8279, 0.9813], [-1.2885, 1.2522, 2.0665], [-0.0209, 0.1740, -1.5108], [-1.6754, -0.1772, -2.2529], [1.4734, -0.7813, 0.1686], [0.9080, -0.3495, 1.2173], [2.3427, -0.3217, -0.3258], [1.0572, -1.6764, -0.3020], [1.3383, 0.5143, 1.5532]], "forces_ev_per_angstrom": [[-0.07, 0.08, 0.12], [0.09, 0.04, -0.10], [-0.14, 0.41, 0.64], [-0.21, -0.31, -0.88], [-0.20, 0.01, 0.00], [0.01, 0.03, 0.14], [-0.04, -0.03, 0.18], [0.48, -0.12, -0.39], [-0.20, -0.04, 0.17], [0.18, 0.06, 0.08], [0.10, -0.12, 0.05]], "lumo_ha": -0.0126, "energy_ev": -7763.037, "smiles": "C=C=C=O.C=N", "de_lowest_kj_mol": 336.7, "spin_multiplicity": 1, "charge": 0, "homo_energy_ha": -0.325}


3.
{"formula": "C4H5NO", "method": "ωB97M-V/def2-TZVPD", "elements": ["C", "C", "N", "C", "C", "O", "H", "H", "H", "H", "H"], "xyz": [[-1.1147, 1.1660, -0.8106], [1.4622, -2.6083, -0.9753], [1.2744, -1.8364, -0.1074], [1.0628, -0.8966, 0.8805], [0.0551, -0.0248, 0.8163], [-0.8755, -0.0695, -0.1567], [-2.0990, 1.1009, -1.2769], [-0.3484, 1.3394, -1.5737], [-1.1017, 2.0018, -0.1005], [1.7519, -0.9098, 1.7162], [-0.0670, 0.7372, 1.5881]], "forces_ev_per_angstrom": [[-0.09, 0.29, -0.09], [-0.17, 0.70, 0.84], [0.16, -0.76, -0.84], [-0.12, 0.15, 0.13], [0.19, -0.06, 0.10], [0.09, -0.17, 0.04], [0.17, 0.00, 0.04], [-0.10, 0.00, 0.07], [-0.05, -0.10, -0.04], [-0.10, 0.03, -0.12], [0.03, -0.09, -0.13]], "lumo_ha": 0.0310, "energy_ev": -7764.130, "de_lowest_kj_mol": 231.2, "spin_multiplicity": 1, "charge": 0, "homo_energy_ha": -0.348}


4.
{"formula": "C4H5NO", "method": "ωB97M-V/def2-TZVPD", "elements": ["C", "N", "C", "C", "C", "O", "H", "H", "H", "H", "H"], "xyz": [[-0.8580, 1.8025, 0.1256], [0.1513, 1.0927, -0.0998], [0.3796, -0.5449, 0.2857], [1.4832, -1.1700, 0.6295], [-0.6151, -0.7342, -0.7486], [-1.8338, -0.7296, -0.6587], [-1.8428, 1.3935, 0.3923], [-0.7241, 2.8801, 0.1566], [1.7609, -2.1103, 0.1761], [2.1496, -0.7282, 1.3586], [-0.0508, -1.1516, -1.6174]], "forces_ev_per_angstrom": [[-0.75, -0.96, 0.92], [3.25, -0.50, 2.44], [-2.10, 3.55, -2.42], [0.04, 0.93, 0.74], [-0.72, -3.94, -0.32], [1.11, 0.24, -0.03], [0.14, 0.10, 0.08], [-0.07, 0.15, -0.74], [-0.48, -0.45, 0.44], [0.35, 0.13, -0.35], [-0.75, 0.76, -0.77]], "lumo_ha": [-0.0121, -0.0121], "energy_ev": -7761.925, "smiles": "C=NC(=C)C=O", "de_lowest_kj_mol": 443.9, "spin_multiplicity": 1, "charge": 0, "homo_energy_ha": [-0.331, -0.331]}


5.
{"formula": "C4H5NO", "method": "ωB97M-V/def2-TZVPD", "elements": ["N", "C", "C", "C", "C", "O", "H", "H", "H", "H", "H"], "xyz": [[-1.4213, 0.5049, 0.1967], [-1.1992, 0.6183, -1.0685], [0.1806, -0.2161, -1.0556], [0.9827, 0.3763, 0.1331], [-0.0238, -0.5111, 0.8351], [-0.0722, -1.3710, -0.2350], [0.6246, -0.4765, -2.0119], [1.9971, -0.0275, 0.1386], [0.9655, 1.4466, 0.3336], [0.0888, -1.0065, 1.8287], [-2.1227, 0.6628, 0.9052]], "forces_ev_per_angstrom": [[1.43, -1.47, 1.25], [0.22, -0.48, 1.63], [-0.01, 0.30, -0.78], [0.20, 0.26, -0.17], [-0.62, 0.45, -0.26], [0.13, -0.44, -0.23], [-0.07, 0.17, 0.03], [-0.15, -0.06, 0.12], [0.03, -0.12, -0.12], [-0.75, 0.79, -0.60], [-0.41, 0.60, -0.88]], "lumo_ha": 0.0354, "energy_ev": -7761.858, "de_lowest_kj_mol": 450.4, "spin_multiplicity": 1, "charge": 0, "homo_energy_ha": -0.311}


6.
{"formula": "C4H5NO", "method": "ωB97M-V/def2-TZVPD", "elements": ["C", "C", "C", "N", "H", "H", "H", "C", "O", "H", "H"], "xyz": [[0.6643, -1.4416, -0.2168], [0.5752, -0.4233, 0.6385], [1.4167, 0.7122, 0.3964], [2.2491, 1.4828, 0.1889], [0.2827, -2.4226, 0.0287], [1.0993, -1.2894, -1.1959], [0.0050, -0.4630, 1.5618], [-1.5634, 0.9592, -0.3500], [-2.3632, 0.1521, 0.0539], [-1.2400, 1.8262, 0.2604], [-1.1259, 0.9074, -1.3661]], "forces_ev_per_angstrom": [[-0.23, 0.12, 0.14], [0.46, -0.50, 0.07], [0.42, 0.30, -0.13], [-0.53, 0.01, 0.09], [-0.38, 0.11, -0.14], [0.40, -0.19, 0.16], [0.29, -0.07, -0.05], [-0.66, -0.06, 0.00], [0.33, 0.48, -0.23], [-0.03, -0.13, -0.01], [-0.07, -0.06, 0.10]], "lumo_ha": -0.0043, "energy_ev": -7764.281, "smiles": "C=CC#N.C=O", "de_lowest_kj_mol": 216.7, "spin_multiplicity": 1, "charge": 0, "homo_energy_ha": -0.382}


7.
{"formula": "C4H5NO", "method": "ωB97M-V/def2-TZVPD", "elements": ["C", "C", "C", "N", "C", "O", "H", "H", "H", "H", "H"], "xyz": [[-0.6956, 0.2473, 2.6122], [-0.6184, -0.0657, 1.4523], [-0.5072, -0.4876, 0.0549], [0.7151, -0.0023, -0.5605], [0.7321, 0.3748, -1.8645], [-0.2342, 0.3677, -2.6001], [-0.7898, 0.5284, 3.6377], [-1.3438, -0.0974, -0.5346], [-0.5666, -1.5832, 0.0012], [1.5662, 0.0272, -0.0127], [1.7421, 0.6909, -2.1860]], "forces_ev_per_angstrom": [[0.00, -0.13, -0.54], [-0.02, 0.12, 0.63], [-0.18, -0.08, 0.00], [0.08, -0.01, 0.02], [0.04, 0.00, -0.03], [0.31, -0.01, 0.22], [0.04, -0.03, -0.16], [0.14, -0.04, 0.11], [0.02, 0.16, 0.02], [-0.27, 0.00, -0.22], [-0.16, 0.02, -0.05]], "lumo_ha": 0.0311, "energy_ev": -7764.812, "smiles": "C#CCNC=O", "de_lowest_kj_mol": 165.4, "spin_multiplicity": 1, "charge": 0, "homo_energy_ha": -0.365}


8.
{"formula": "C4H5NO", "method": "ωB97M-V/def2-TZVPD", "elements": ["N", "C", "C", "C", "C", "O", "H", "H", "H", "H", "H"], "xyz": [[-0.3732, 2.4305, -1.6090], [-0.2743, 1.8178, -0.6334], [-0.1580, 0.9341, 0.5286], [-0.4850, -0.4888, 0.1042], [0.5916, -1.4397, -0.1271], [-0.1504, -1.4434, 1.0841], [-0.7663, 1.3161, 1.3634], [0.8779, 0.9230, 0.8890], [-1.2182, -0.7079, -0.6632], [0.3678, -2.3167, -0.7330], [1.5882, -1.0251, -0.2035]], "forces_ev_per_angstrom": [[0.08, -0.51, 0.99], [-0.02, 0.57, -0.90], [0.11, -0.09, -0.14], [0.27, 0.08, -0.65], [0.47, -0.11, -0.32], [-0.10, -0.09, 0.12], [-0.05, -0.33, -0.39], [-0.13, 0.17, -0.09], [-1.23, 0.41, 0.85], [0.23, 0.26, -0.11], [0.35, -0.35, 0.65]], "lumo_ha": 0.0319, "energy_ev": -7764.565, "smiles": "N#CC[C@H]1CO1", "de_lowest_kj_mol": 189.2, "spin_multiplicity": 1, "charge": 0, "homo_energy_ha": -0.406}


9.
{"formula": "C4H5NO", "method": "ωB97M-V/def2-TZVPD", "elements": ["C", "C", "C", "O", "N", "C", "H", "H", "H", "H", "H"], "xyz": [[2.5063, 0.4504, 0.3559], [1.4736, -0.1267, 0.5900], [0.1380, -0.6545, 0.8956], [-0.2246, -0.8142, 2.0340], [-0.7136, -0.8667, -0.2158], [-1.4544, 0.3331, -0.6260], [3.4278, 0.9613, 0.1741], [-0.1741, -1.1969, -1.0039], [-2.1713, 0.0547, -1.4024], [-0.7995, 1.1243, -1.0264], [-2.0083, 0.7352, 0.2249]], "forces_ev_per_angstrom": [[-0.46, -0.31, 0.09], [0.53, 0.22, -0.09], [-0.17, 0.06, 0.40], [0.11, 0.20, -0.47], [0.14, -0.05, -0.02], [-0.22, 0.21, -0.03], [-0.16, -0.13, 0.01], [0.18, 0.04, -0.08], [0.09, 0.03, 0.14], [-0.11, -0.15, 0.13], [0.06, -0.12, -0.08]], "lumo_ha": 0.0123, "energy_ev": -7764.137, "smiles": "C#CC(=O)NC", "de_lowest_kj_mol": 230.6, "spin_multiplicity": 1, "charge": 0, "homo_energy_ha": -0.365}


10.
{"formula": "C4H5NO", "method": "ωB97M-V/def2-TZVPD", "elements": ["C", "C", "C", "C", "N", "O", "H", "H", "H", "H", "H"], "xyz": [[2.6117, -0.2965, -0.0004], [1.1659, -0.0837, -0.0001], [-0.0287, 0.0805, 0.0026], [-1.4372, 0.3172, 0.0017], [-2.2661, -0.6559, 0.0027], [-3.5847, -0.3173, -0.0006], [2.8936, -1.0277, -0.7763], [2.9510, -0.6822, 0.9766], [3.1436, 0.6486, -0.2019], [-1.7815, 1.3606, 0.0048], [-3.6675, 0.6563, -0.0093]], "forces_ev_per_angstrom": [[0.28, -0.04, 0.01], [-0.44, 0.09, 0.02], [0.50, -0.14, -0.01], [-0.21, -0.14, 0.02], [0.55, 0.22, -0.01], [-0.25, 0.28, 0.00], [-0.10, 0.29, 0.30], [-0.15, 0.15, -0.40], [-0.21, -0.38, 0.07], [0.02, -0.16, -0.01], [0.00, -0.19, 0.01]], "lumo_ha": 0.0323, "energy_ev": -7762.938, "smiles": "CC#C/C=N/O", "de_lowest_kj_mol": 346.2, "spin_multiplicity": 1, "charge": 0, "homo_energy_ha": -0.337}